Molecular formula: C12H17N
Method: DFT, ωB97M-V/def2-TZVPD

Positions of all 30 atoms, in Å:
N (-3.249, 1.557, 1.095)
C (-1.696, 2.971, 0.305)
C (-2.165, -0.616, 0.527)
C (2.190, -3.402, -1.179)
C (-2.273, 0.772, 0.529)
C (-1.303, 1.632, -0.042)
C (-1.165, -1.163, -0.250)
C (-0.199, -0.330, -0.836)
C (2.299, -2.902, 0.286)
C (-0.270, 1.047, -0.783)
C (-2.896, 2.886, 0.937)
C (-0.890, 4.215, 0.119)
C (3.131, -1.619, 0.329)
H (0.472, 1.676, -1.252)
H (4.020, -1.821, -0.275)
H (2.375, -4.480, -1.219)
H (-2.935, -1.247, 0.953)
H (0.623, -0.792, -1.375)
H (2.894, -2.882, -1.824)
H (-1.229, 5.022, 0.770)
H (1.309, -2.724, 0.703)
H (1.187, -3.279, -1.586)
H (-0.903, 4.621, -0.895)
H (-0.991, -2.227, -0.362)
H (0.157, 4.021, 0.352)
H (2.586, -0.776, -0.099)
H (3.594, -1.338, 1.280)
H (-4.083, 1.188, 1.510)
H (-3.442, 3.655, 1.456)
H (2.852, -3.665, 0.827)

Cartesian forces (eV/Å) of the 3 atoms listed first:
N 0.236 -0.052 -0.086
C -0.035 0.393 -0.282
C -0.501 -0.358 -0.991

E_LUMO in eV: 0.95
SMILES string: Cc1c[nH]c2ccccc12.CCC
Frontier orbital gap in eV: 8.815
Charge: 0
Energy relative to the best compared isomer or geometry (same formula, charge and spin) in kJ/mol: 45.6